ORCA calculation (ωB97M-V/def2-TZVPD) on a cluster of 13 separate species, C28H89N7O13 in total.

Structure (ORCA input):
```
! RIJCOSX wB97M-V def2-TZVPD def2/J DEFGRID3
* xyz 0 1
C 2.142 3.329 -4.381
H 4.425 -1.855 -5.684
H -2.793 -4.244 4.922
H 1.421 6.217 -2.224
H -3.452 0.397 -2.725
C 0.564 6.563 -4.019
H -2.808 1.698 -1.695
H -2.401 1.645 2.617
H 2.271 1.458 0.145
C -2.701 0.650 -1.976
H -5.371 2.206 3.460
C -1.206 0.985 -3.758
C -3.006 3.607 3.398
H -0.041 3.183 -0.618
N -4.014 -0.108 0.032
N -3.758 2.564 1.392
H -5.968 0.630 5.293
H -0.085 -1.991 -6.972
C 0.476 7.791 -4.967
H 1.393 8.374 -5.059
C -2.374 -3.262 5.139
H 4.054 -5.246 1.263
H 3.498 -2.204 -2.276
H 1.716 0.967 3.249
H -1.890 -0.233 -0.203
H -0.161 0.932 -4.064
N 1.859 -3.855 1.840
H -0.641 -3.785 3.167
H 3.297 4.519 -1.486
H -1.506 2.028 -3.850
H 0.711 -0.957 -8.082
H -1.570 -3.391 5.864
C 2.405 2.044 -0.764
C 0.625 3.571 0.153
O 0.116 -4.022 -0.602
H -2.463 -1.467 2.190
O -4.144 1.344 4.778
H -3.018 -3.109 7.795
H 1.883 -1.856 -2.365
C -4.474 1.592 3.382
H -1.281 -5.023 -0.348
H 5.035 -4.973 2.605
H -1.635 0.291 -4.481
H -0.136 -0.528 -1.887
C -2.857 -1.791 -1.169
O -1.387 0.482 -2.452
H 4.990 -2.312 -4.165
C 2.046 3.492 -0.310
H -0.455 6.200 -3.887
H -0.016 7.499 -5.894
H -4.906 -0.599 4.802
N -0.514 -2.820 3.436
H 0.740 -1.491 -4.458
O 1.754 -1.440 -6.301
H 1.759 1.839 -1.617
H -1.757 -6.297 -1.014
H -2.982 3.495 4.482
H 2.741 -2.121 6.432
H 3.825 -3.354 -5.002
H 0.822 -4.084 0.042
O 0.385 -1.141 -1.369
C -3.288 2.270 2.710
H -2.059 4.058 3.102
H -2.001 -2.099 -1.769
H 1.762 2.839 -5.278
C 4.077 -2.321 -4.762
H -4.685 0.663 2.853
H -3.887 -0.680 0.855
H 2.619 -0.803 5.294
H -4.587 -2.320 7.461
H 1.040 -3.493 2.308
H 4.027 0.206 -0.223
C 1.447 5.504 -4.629
H 1.495 -3.887 -3.254
N 2.299 4.480 -1.340
H 1.160 -1.455 6.013
H 0.332 -2.723 3.978
H 2.006 7.447 -3.024
H -2.776 -2.423 -0.285
H -0.217 8.523 -4.553
H 2.946 -0.558 -4.000
C 4.234 0.626 -1.207
O -1.938 -5.716 -0.275
O 1.380 4.397 -3.853
H -3.894 4.232 3.313
N 2.677 -2.231 -2.864
H -3.058 -3.099 2.418
C 2.137 -1.727 5.614
H -4.564 3.171 1.351
H -1.546 -1.392 4.424
H 5.323 0.679 -1.238
H -3.761 -1.968 -1.752
H 0.536 2.878 0.989
H 1.353 -2.988 -5.066
C 0.563 -1.116 -7.013
H -3.704 -1.721 3.316
H -4.585 0.109 6.378
H 2.475 5.843 -4.499
O 0.076 -0.923 1.364
H 0.409 -4.158 -2.234
H -0.169 -3.109 -0.558
H 0.350 4.555 0.533
H 2.078 2.532 -3.641
C 3.128 -2.800 3.839
C -2.793 -0.326 -0.808
O 0.774 0.843 3.136
H 0.334 -0.137 1.847
H 1.395 5.233 -5.684
H 1.859 4.169 -2.194
C 2.954 -4.002 2.829
O -3.339 -2.458 5.814
H 0.045 -0.214 -6.686
H 3.250 -1.856 3.308
O 3.756 1.970 -1.273
H 3.844 0.035 -2.035
H 3.171 3.569 -4.649
H 2.744 -4.859 3.469
N 1.129 7.035 -2.739
C 1.560 -1.918 -5.034
H 4.634 -3.620 1.491
H 4.022 -2.942 4.446
O 1.934 -2.633 4.558
C -4.921 0.334 5.366
C -2.789 -2.183 2.944
H 2.816 3.728 0.425
C -3.830 -3.002 7.075
O 0.746 -4.457 -3.079
C 4.250 -4.490 2.024
H -3.928 0.836 0.380
H -0.308 -1.496 2.027
C 2.832 -1.626 -4.186
H 2.082 -3.109 1.196
H -3.059 3.196 1.028
C -1.773 -2.371 4.003
H -4.266 -3.996 6.969
H 0.011 -1.089 -0.489
H 0.475 0.490 3.974
*
```

Kohn-Sham gap = 8.5 eV
energy relative to the best compared isomer or geometry (same formula, charge and spin) = 1.159 eV
E_LUMO = -0.2 eV
HOMO energy = -8.69 eV


ORCA calculation (ωB97M-V/def2-TZVPD) on a structure of composition C29H16F9KNO4PS3.

Structure (ORCA input):
```
! RIJCOSX wB97M-V def2-TZVPD def2/J DEFGRID3
* xyz -2 1
H 3.114 1.035 2.567
H -0.421 -2.481 -6.405
H 5.296 -4.894 0.736
C 1.551 -4.153 1.243
C -1.950 -2.998 -4.981
H 3.008 -1.411 -0.966
S 1.051 3.146 0.070
C -2.086 -2.418 -1.328
C 4.244 -4.681 0.885
C 3.470 0.790 1.573
C 1.306 -1.075 5.696
F 4.107 -1.246 8.007
H 0.495 -3.933 1.354
C 2.586 -1.292 6.186
H -3.046 -2.979 -1.274
H 4.569 0.132 -2.069
N -2.803 -3.590 -5.963
H 0.494 -0.863 6.379
F 6.361 3.147 -0.229
C 3.816 -3.385 1.107
C 1.083 2.858 1.768
C 3.406 -0.568 -0.414
C 4.316 1.685 0.933
C 4.735 1.426 -0.362
C 3.022 -0.348 0.913
C -1.538 -2.394 -2.677
C 3.643 -1.523 5.316
O 0.558 -1.354 -2.187
P 1.742 -1.427 1.646
C -0.703 -2.448 -5.362
F 4.979 3.228 -1.889
F 4.295 -7.257 -0.660
C 5.638 2.385 -1.073
H 1.252 -6.267 0.986
C 2.462 -3.103 1.303
C 1.081 -1.095 4.329
C 1.970 -5.459 1.029
H 1.072 -1.478 -4.701
H 4.539 -2.580 1.114
C 3.811 -7.108 0.595
C 2.803 -1.303 7.666
C -2.339 -2.963 -3.657
C 3.319 -5.719 0.854
C 3.406 -1.550 3.952
S 2.050 3.817 2.795
H 4.597 2.597 1.442
C -0.231 -1.840 -3.017
F 2.854 -8.044 0.748
F 6.539 1.735 -1.862
F 2.192 -0.276 8.289
C 0.113 -1.899 -4.428
O -2.427 -3.608 -7.132
H 4.234 -1.718 3.275
F 2.314 -2.431 8.243
K -0.124 0.299 -0.399
C 2.126 -1.346 3.445
H 0.096 -0.882 3.937
F 4.824 -7.453 1.424
S 0.199 1.519 2.450
C 4.270 0.307 -1.044
O -1.643 -1.919 -0.311
O -3.877 -4.069 -5.607
H 4.642 -1.673 5.703
H -3.297 -3.388 -3.383
*
```

Kohn-Sham gap = 4.6 eV
energy relative to the best compared isomer or geometry (same formula, charge and spin) = 0.000 eV
E_LUMO = 3.8 eV
HOMO energy = -0.81 eV


ORCA calculation (ωB97M-V/def2-TZVPD) on a structure of composition C29H18ClMnN3OS.

Structure (ORCA input):
```
! RIJCOSX wB97M-V def2-TZVPD def2/J DEFGRID3
* xyz 0 6
C 0.940 2.274 -1.255
C -4.050 2.478 -1.855
C 4.375 0.717 -1.204
H -0.314 -6.136 -2.012
H -2.432 -2.322 -0.513
O 2.282 -0.313 -1.444
C 0.738 1.173 2.319
C 0.513 -0.201 2.353
H 0.846 1.675 1.367
S 0.151 -2.553 3.306
H 0.412 -0.687 5.733
C 2.342 2.053 -1.139
C -2.814 -1.335 -0.750
C 0.498 -0.170 4.786
C 4.503 3.092 -0.836
C -3.687 1.172 -1.447
C 0.836 1.858 3.513
Mn 0.338 -0.831 -0.970
C -4.629 0.162 -1.147
H -0.021 -3.826 -2.738
H 6.202 1.771 -0.932
C 3.149 3.195 -0.918
H -0.121 -4.918 2.074
C -1.709 3.053 -2.039
H -0.370 -6.705 0.399
C 2.950 0.761 -1.272
C 0.065 -3.351 0.594
N 0.394 -1.031 1.252
H 0.647 3.325 -1.168
C 0.103 -2.977 -0.766
C 0.714 1.194 4.738
C 0.212 -2.277 1.588
H -5.686 0.391 -1.210
H -3.344 4.375 -2.496
H 4.843 -0.251 -1.319
C -2.323 0.837 -1.338
C 0.401 -0.859 3.582
C -4.198 -1.082 -0.793
H 0.796 1.753 5.660
H -5.098 2.736 -1.939
C 5.123 1.838 -0.988
C -0.102 -4.671 1.017
H -4.894 -1.877 -0.562
H 1.016 2.925 3.503
N 0.013 1.382 -1.421
H 2.676 4.165 -0.816
C -0.209 -5.353 -1.270
N -1.915 -0.416 -1.006
C -3.075 3.383 -2.156
C -1.313 1.814 -1.600
H -0.974 3.795 -2.322
Cl 5.482 4.505 -0.553
C -0.242 -5.678 0.081
C -0.041 -4.033 -1.672
*
```

Kohn-Sham gap (spin up / spin down) = 6.8 / 7.0 eV
energy relative to the best compared isomer or geometry (same formula, charge and spin) = 0.000 eV
E_LUMO (spin up / spin down) = -0.6 / -0.6 eV
<S²> = 8.76
HOMO energy (spin up / spin down) = -7.37 / -7.58 eV


ORCA calculation (ωB97M-V/def2-TZVPD) on a structure of composition C29H19Br2Cl3HfN14OSi.

Structure (ORCA input):
```
! RIJCOSX wB97M-V def2-TZVPD def2/J DEFGRID3
* xyz 0 1
H -5.861 -7.021 1.820
H -3.832 -1.194 -0.979
C -4.983 -4.164 0.225
C 0.395 2.422 2.149
N 3.953 2.049 0.040
N 1.502 0.595 -3.028
Cl -0.043 4.816 -2.920
C -0.854 2.520 4.210
N 4.377 -0.762 -0.565
Si 1.028 3.838 -1.447
C -0.798 2.536 1.445
C -0.729 -2.925 1.224
C -2.031 2.638 3.487
N 1.740 0.429 -5.209
H -3.954 -5.445 1.604
H 1.250 2.282 4.135
N 1.602 2.319 1.409
Cl 2.896 3.340 -2.518
C -4.871 -5.277 1.059
H 5.081 1.547 -1.609
C 6.277 3.148 1.098
N 0.690 1.216 -4.921
C 5.089 3.194 1.805
Hf 1.941 1.160 -0.940
N 5.229 -1.527 -1.134
H 7.182 3.574 1.511
C 6.281 2.550 -0.149
O 1.594 -0.249 0.456
C -2.868 -0.714 -0.956
C -2.011 2.648 2.103
H -1.209 1.983 -2.143
C 2.227 0.079 -4.039
H 7.179 2.485 -0.746
C -7.101 -5.916 0.467
N -0.381 0.540 -0.941
C 0.548 -1.044 0.507
H -0.805 -3.845 1.788
H 1.325 -2.541 1.802
Br -8.552 -7.122 0.639
H 2.713 3.148 2.947
C -1.811 -1.313 -0.237
Cl 1.714 5.384 -0.212
N -2.922 -3.422 0.673
C 5.102 2.017 -0.637
Br -3.675 2.776 4.404
C 0.470 -2.203 1.233
C 3.928 -0.883 -2.659
H -8.142 -4.650 -0.913
H -0.882 2.498 5.290
C -6.159 -3.941 -0.483
C -7.226 -4.817 -0.365
C -2.658 0.471 -1.614
N 3.508 -0.306 -1.522
H 3.777 -1.084 -4.687
H -6.227 -3.075 -1.129
C -5.933 -6.153 1.178
C -0.588 -0.612 -0.250
C -1.396 1.069 -1.599
H -3.456 0.950 -2.164
C 3.951 2.640 1.242
H -2.929 2.747 1.541
C -1.851 -2.530 0.529
N 3.323 -0.715 -3.869
N -3.962 -3.208 0.029
H -0.767 2.576 0.369
N 4.987 -1.638 -2.454
H 5.030 3.657 2.781
C 0.354 2.414 3.543
C 2.681 2.708 1.952
N 0.538 1.333 -3.660
*
```

Kohn-Sham gap = 6.5 eV
energy relative to the best compared isomer or geometry (same formula, charge and spin) = 0.072 eV
E_LUMO = -1.8 eV
HOMO energy = -8.30 eV


Max |F| for the records above, in order: 3.061; 0.585; 0.283; 0.829 eV/Å